ORCA calculation (wB97M-V/def2-TZVPD) on 3 unconnected molecules or ions with the total composition C5H18NO2 in a non-equilibrium geometry.

Structure (XYZ):
```
26
Properties=species:S:1:pos:R:3:lowdin_charge:R:1
C -0.348 -0.515 1.026 -0.199
C 1.013 -1.186 0.603 -0.349
C 2.160 -0.301 0.131 -0.128
C 0.639 -2.044 -0.671 -0.203
C -0.648 -2.957 -0.438 -0.100
N -0.063 0.846 1.556 0.043
H -1.112 -0.339 0.258 0.105
H -0.629 -1.215 1.842 0.120
H 1.365 -1.843 1.379 0.123
H 2.733 0.425 0.725 0.061
H 1.823 0.395 -0.701 0.086
H 2.878 -0.970 -0.320 0.067
H 1.496 -2.669 -0.900 0.100
H 0.339 -1.468 -1.509 0.093
H -1.556 -2.328 -0.394 0.063
H -0.660 -3.690 0.348 0.060
H -0.771 -3.522 -1.381 0.071
H 0.918 1.100 1.762 0.044
H -0.534 1.318 2.353 0.033
H -0.201 1.689 0.905 0.067
H 1.677 3.306 -0.855 0.025
H 1.432 3.761 0.637 0.014
O 1.354 3.031 0.011 -0.162
H -4.579 3.713 -2.383 0.039
H -3.885 2.649 -1.895 0.037
O -4.841 2.814 -2.090 -0.112
```

Summary:
E: -406.3663 hartree
ΔE to the lowest compared entry with this formula, charge and spin: 1.646 eV
molecular weight: 124.20 Da
2S+1: 2